## A
{"formula": "C8H16N2", "method": "ωB97M-V with the def2-TZVPD basis set", "species": ["C", "C", "C", "C", "N", "C", "N", "H", "H", "H", "H", "H", "H", "H", "H", "C", "C", "C", "H", "H", "H", "H", "H", "H", "H", "H"], "positions_angstrom": [[-2.38330, -1.56462, 1.87578], [-1.12772, -1.10007, 1.12977], [-1.41775, -0.46822, -0.19819], [-1.01398, -0.85542, -1.43793], [-1.52928, 0.06125, -2.31304], [-2.22424, 0.96361, -1.57498], [-2.17257, 0.67984, -0.29650], [-2.10627, -2.35994, 2.56652], [-3.13256, -1.94007, 1.18624], [-2.81119, -0.75987, 2.46896], [-0.56368, -0.39588, 1.73944], [-0.48079, -1.95610, 0.92227], [-0.40075, -1.70441, -1.69303], [-1.49281, 0.08492, -3.31216], [-2.77568, 1.77731, -2.01140], [3.45849, 0.25889, 0.31390], [1.93914, 0.44693, 0.25648], [1.49336, 1.81238, -0.24975], [3.89029, 0.19956, -0.68708], [3.72752, -0.67138, 0.81586], [3.91875, 1.09344, 0.84465], [1.51887, -0.31453, -0.40439], [1.53747, 0.21848, 1.24178], [2.14439, 2.16237, -1.05480], [0.48315, 1.75097, -0.65363], [1.52114, 2.58055, 0.52525]], "smiles": "CCc1c[nH]cn1.CCC", "homo_energy_ev": -8.6525}

## B
{"formula": "C8H16N2", "method": "ωB97M-V with the def2-TZVPD basis set", "species": ["C", "C", "C", "C", "N", "C", "N", "H", "H", "H", "H", "H", "H", "H", "H", "C", "C", "C", "H", "H", "H", "H", "H", "H", "H", "H"], "positions_angstrom": [[0.79969, -2.36493, -1.50332], [1.40776, -1.50614, -0.39531], [1.61719, -0.05204, -0.65344], [1.21289, 0.70938, -1.72008], [1.63163, 1.98105, -1.42722], [2.26689, 1.96982, -0.24548], [2.25765, 0.73484, 0.25838], [1.00730, -3.41467, -1.30917], [1.10082, -2.01587, -2.49317], [-0.28411, -2.25783, -1.51863], [0.96210, -1.63640, 0.58870], [2.42277, -1.90081, -0.33185], [0.68814, 0.36540, -2.59604], [1.44708, 2.77202, -2.01979], [2.98189, 2.56357, 0.29362], [-1.66823, 0.84826, 2.53362], [-2.43154, 0.72566, 1.20600], [-1.92514, -0.35368, 0.24909], [-0.80196, 0.18115, 2.57308], [-2.24001, 0.49501, 3.40022], [-1.31521, 1.84358, 2.80870], [-3.46516, 0.54980, 1.51019], [-2.45241, 1.70173, 0.71870], [-0.99247, -0.71846, 0.67351], [-2.61942, -1.18443, 0.14246], [-1.60815, -0.03599, -0.74277]], "smiles": "CCc1c[nH]cn1.CCC", "homo_energy_ev": -8.5672}

Preferred: A; penalty for the next structure: 0.822 eV.

## A
{"formula": "C3H7Br", "method": "ωB97M-V with the def2-TZVPD basis set", "species": ["C", "C", "C", "Br", "H", "H", "H", "H", "H", "H", "H"], "positions_angstrom": [[0.08512, 1.00283, 0.81120], [0.66059, -0.26899, 0.04609], [-0.56527, -0.62224, -0.88616], [0.88135, -1.90196, 1.09013], [-0.36594, 1.78249, 0.16886], [-0.72242, 0.67319, 1.57769], [0.91174, 1.53575, 1.34700], [1.75949, -0.06497, -0.51568], [-1.54675, -0.85855, -0.33107], [-0.33776, -1.42458, -1.66755], [-0.76016, 0.14705, -1.64052]], "smiles": "CC(C)Br", "homo_energy_ev": -9.9956}

## B
{"formula": "C3H7Br", "method": "ωB97M-V with the def2-TZVPD basis set", "species": ["C", "C", "C", "H", "H", "H", "H", "H", "H", "Br", "H"], "positions_angstrom": [[0.44803, -1.61916, 0.53744], [0.34797, -0.29386, 0.38590], [-0.68458, 0.50204, 1.17637], [1.33853, -2.08646, 0.19525], [-0.10341, -2.28122, 1.21063], [1.01720, 0.19640, -0.37532], [-1.42108, 1.00308, 0.60777], [-1.05869, -0.39643, 1.82062], [-0.01038, 1.29771, 1.65223], [-0.31243, 1.60381, -3.06384], [0.43884, 2.07410, -4.14705]], "smiles": "C=CC.Br", "homo_energy_ev": -9.5443}

Preferred: A; penalty for the next structure: 0.520 eV.

## A
{"formula": "C3H8N2O2S", "method": "ωB97M-V with the def2-TZVPD basis set", "species": ["N", "C", "S", "C", "O", "O", "H", "H", "H", "H", "H", "C", "N", "H", "H", "H"], "positions_angstrom": [[-1.37408, 0.93317, 0.79867], [-0.29174, 0.07870, 1.22048], [-0.66795, -1.61294, 1.27969], [0.91110, 0.66688, 1.38423], [1.21278, 2.02322, 1.21723], [2.08206, -0.05601, 1.63428], [-2.21674, 0.99412, 1.34253], [-1.04562, 1.84565, 0.58682], [-1.21819, -1.46384, 0.08186], [2.03426, 2.06861, 1.60387], [1.84451, -0.95931, 2.03628], [-0.10557, -0.50069, -2.71701], [-0.69220, -1.43024, -2.12840], [0.38880, -0.46920, -3.73463], [-0.12690, 0.34114, -2.08496], [-0.73453, -2.45925, -2.52093]], "smiles": "NC(S)=C(O)O.C=N", "homo_energy_ev": -7.4912}

## B
{"formula": "C3H8N2O2S", "method": "ωB97M-V with the def2-TZVPD basis set", "species": ["C", "C", "C", "N", "N", "O", "O", "S", "H", "H", "H", "H", "H", "H", "H", "H"], "positions_angstrom": [[1.02273, -0.34103, 0.41326], [-0.55441, -2.10644, -0.15387], [0.40845, 1.81134, -0.76828], [0.53547, -1.38421, -0.52297], [0.31852, 0.85071, 0.29328], [-1.31741, 1.09631, 2.26729], [-1.78084, -0.40537, 0.40565], [-1.44866, 1.08028, 0.84534], [0.82498, -0.61977, 1.50582], [2.13911, -0.48442, 0.47137], [-1.23752, -2.41492, -0.95667], [-0.67091, -2.23953, 0.89859], [1.38015, 1.86018, -1.28269], [-0.34853, 1.72184, -1.63611], [0.20643, 2.77725, -0.23366], [0.52244, -1.20222, -1.54634]], "homo_energy_ev": -8.5075}

Preferred: A; penalty for the next structure: 1.391 eV.

## A
{"formula": "C3H8N2O2S", "method": "ωB97M-V with the def2-TZVPD basis set", "species": ["C", "O", "C", "O", "N", "C", "N", "S", "H", "H", "H", "H", "H", "H", "H", "H"], "positions_angstrom": [[2.97959, 0.63859, -0.60919], [2.23841, 0.41921, 0.71946], [1.57286, -0.86554, 0.60764], [0.70718, -1.01467, -0.52282], [-0.60593, -0.91363, -0.10912], [-1.21194, 0.26330, -0.02383], [-0.50454, 1.39648, 0.07054], [-2.95075, 0.04549, -0.00321], [2.34018, 0.08100, -1.45993], [3.32903, 1.61844, -0.67918], [3.72949, -0.21832, -0.62178], [0.95244, -0.91216, 1.54908], [2.33960, -1.82664, 0.47472], [-1.05094, -1.66364, -0.37133], [0.61017, 1.12369, -0.18854], [-0.87255, 2.23549, 0.19749]], "smiles": "COCONC(N)=S", "homo_energy_ev": -8.0409}

## B
{"formula": "C3H8N2O2S", "method": "ωB97M-V with the def2-TZVPD basis set", "species": ["C", "C", "S", "N", "C", "O", "N", "O", "H", "H", "H", "H", "H", "H", "H", "H"], "positions_angstrom": [[-2.61406, 0.85181, 0.37368], [-1.74727, -0.29598, 0.82959], [-0.85298, -0.96635, -0.61271], [0.15594, 0.33436, -0.96325], [1.16641, 0.77948, -0.13296], [1.50471, 1.92753, -0.07244], [1.74224, -0.11501, 0.73274], [1.93261, -1.39874, 0.21070], [-3.31143, 0.61591, -0.42824], [-3.23235, 1.22456, 1.18641], [-1.98148, 1.68256, 0.07187], [-2.23553, -1.12539, 1.34930], [-0.94975, 0.00985, 1.55849], [-0.22244, 1.01665, -1.55354], [2.69845, 0.22895, 0.98293], [1.26594, -1.96905, 0.72198]], "smiles": "CCSNC(=O)NO", "homo_energy_ev": -9.1839}

Preferred: B; penalty for the next structure: 2.851 eV.